{
  "formula": "C2H2OS",
  "method": "the ωB97M-V functional and the def2-TZVPD basis",
  "relative_energy_kcal_mol": 117.43,
  "total_energy_ha": -550.60111,
  "e_homo_ev": [-9.38, -9.38],
  "lumo_ev": [-1.3, -1.3],
  "elements": ["C", "C", "O", "S", "H", "H"],
  "xyz": [[0.4095, 0.7027, -0.3471], [0.5580, -0.3083, 0.4470], [-2.2159, -0.6972, -0.5149], [-1.3020, 0.1515, 0.3093], [0.6605, 1.5738, -0.8552], [1.8898, -1.4225, 0.9609]],
  "forces_ev_per_angstrom": [[-1.473, -1.547, 1.452], [1.442, -1.863, 0.277], [1.728, 1.150, 0.605], [0.854, -1.306, -0.188], [0.677, 0.909, -1.019], [-3.227, 2.657, -1.128]]
}


{
  "formula": "C4H8N2",
  "method": "the ωB97M-V functional and the def2-TZVPD basis",
  "relative_energy_kcal_mol": 86.17,
  "total_energy_ha": -266.58468,
  "e_homo_ev": -7.54,
  "lumo_ev": 1.1,
  "elements": ["C", "C", "N", "N", "C", "C", "H", "H", "H", "H", "H", "H", "H", "H"],
  "xyz": [[-2.2055, -0.9149, 0.0732], [-1.4929, 0.2051, 0.0117], [-0.1582, 0.3832, -0.1025], [0.4665, 1.6149, -0.0149], [1.1198, -0.8760, -0.1208], [2.3568, -0.5285, 0.0794], [-3.2752, -0.8616, 0.1283], [-1.7621, -1.8915, 0.0666], [-2.0071, 1.1661, 0.0286], [0.4405, 2.1214, -0.9018], [0.0935, 2.1985, 0.7287], [0.6548, -1.8204, -0.3023], [3.1242, -1.2859, 0.0609], [2.6448, 0.4897, 0.2649]],
  "forces_ev_per_angstrom": [[-0.065, -0.265, 0.035], [-0.353, 0.404, -0.018], [4.892, -2.824, -0.276], [-0.299, 0.564, -0.156], [-4.269, 2.977, 0.242], [0.254, 0.010, 0.006], [-0.212, 0.066, 0.023], [0.175, -0.287, -0.001], [-0.026, -0.084, 0.001], [-0.139, -0.171, 0.279], [0.040, -0.191, -0.046], [-0.002, -0.330, -0.079], [0.067, -0.135, -0.038], [-0.064, 0.267, 0.029]]
}


{
  "formula": "C5H11N3",
  "method": "the ωB97M-V functional and the def2-TZVPD basis",
  "relative_energy_kcal_mol": 140.03,
  "total_energy_ha": -361.16624,
  "e_homo_ev": -8.00,
  "lumo_ev": 0.8,
  "elements": ["C", "C", "N", "N", "C", "C", "C", "N", "H", "H", "H", "H", "H", "H", "H", "H", "H", "H", "H"],
  "xyz": [[0.0613, -1.7693, -0.7189], [-2.4278, 0.3976, 0.9597], [-0.1231, -0.4244, -0.1949], [-2.0034, -0.1565, -0.3102], [0.2703, 0.6922, -0.6570], [2.1252, 0.1526, -0.2614], [2.6196, 0.2633, 0.9508], [-0.0271, 1.8620, -0.9121], [-2.1544, 0.5576, -1.0263], [0.7247, 2.5300, -1.0271], [2.6781, -0.0674, -1.1681], [-0.9066, -2.2576, -0.6321], [0.8112, -2.2734, -0.1126], [0.3702, -1.7779, -1.7664], [-2.2206, -0.3211, 1.7554], [-1.9557, 1.3569, 1.2173], [-3.5137, 0.5612, 0.9451], [1.9822, 0.4299, 1.8127], [3.6896, 0.2444, 1.1461]],
  "forces_ev_per_angstrom": [[0.256, 0.149, -0.178], [0.360, 0.112, 0.311], [-7.077, -0.743, 0.469], [1.494, -1.116, 0.224], [7.098, 0.147, 0.848], [-1.902, 1.474, -1.538], [-0.007, 0.159, 0.196], [-1.265, 0.468, -0.342], [0.639, -0.021, 0.083], [0.095, -0.369, 0.031], [0.254, 0.108, 0.108], [0.138, -0.023, 0.070], [-0.028, -0.063, -0.022], [-0.015, 0.043, 0.047], [-0.017, 0.064, -0.032], [-0.030, -0.130, -0.032], [0.112, -0.074, -0.177], [-0.044, 0.178, -0.029], [-0.060, -0.363, -0.037]]
}


{
  "formula": "C3H3F2N",
  "method": "the ωB97M-V functional and the def2-TZVPD basis",
  "relative_energy_kcal_mol": 64.71,
  "total_energy_ha": -370.48693,
  "e_homo_ev": -10.70,
  "lumo_ev": 0.0,
  "elements": ["F", "C", "F", "C", "N", "C", "H", "H", "H"],
  "xyz": [[-1.4894, -0.8118, 0.6833], [-0.7139, 0.1224, 0.0408], [-1.5115, 1.0586, -0.4291], [0.0793, -0.5552, -1.0864], [1.3693, -0.2611, -0.4061], [0.6540, 0.3899, 0.7451], [-0.2412, -1.0040, -2.0439], [0.8818, 1.3667, 0.8168], [0.9715, -0.3056, 1.6796]],
  "forces_ev_per_angstrom": [[-0.178, 0.479, 0.276], [1.212, -3.166, -0.834], [-0.581, 1.430, 0.430], [5.672, 2.250, 4.135], [-6.314, -1.492, -3.961], [-0.186, -5.097, 0.390], [0.739, 0.156, 0.614], [0.992, 3.354, 0.687], [-1.356, 2.086, -1.737]]
}


{
  "formula": "C3HCl3",
  "method": "the ωB97M-V functional and the def2-TZVPD basis",
  "relative_energy_kcal_mol": 41.79,
  "total_energy_ha": -1495.34176,
  "e_homo_ev": -9.44,
  "lumo_ev": 0.4,
  "elements": ["Cl", "C", "C", "C", "Cl", "Cl", "H"],
  "xyz": [[2.5301, 0.5892, -1.2850], [0.8789, 0.8828, -1.0487], [-0.1858, 1.7720, -0.7005], [-0.3656, 0.4525, -1.1824], [-1.2929, -0.8754, -1.6079], [-1.0965, -1.0296, 2.4341], [-0.4682, -1.7916, 3.3905]],
  "forces_ev_per_angstrom": [[-0.564, 0.221, 0.238], [-0.350, 0.206, -0.261], [0.355, -0.366, -0.120], [0.857, -0.277, 0.148], [-0.304, 0.206, 0.019], [1.093, -1.311, 1.644], [-1.086, 1.322, -1.669]]
}


{
  "formula": "C4H5NO",
  "method": "the ωB97M-V functional and the def2-TZVPD basis",
  "relative_energy_kcal_mol": 61.02,
  "total_energy_ha": -285.31734,
  "e_homo_ev": -9.88,
  "lumo_ev": 0.6,
  "elements": ["H", "N", "C", "O", "C", "C", "C", "H", "H", "H", "H"],
  "xyz": [[-0.7155, 0.7256, 3.2497], [-0.0999, 0.3379, 2.4620], [-0.3831, 0.5188, 1.2735], [-1.5633, 0.9044, 0.6007], [-1.0248, 0.6820, -0.7747], [0.3237, 0.0369, 0.0394], [1.2153, -0.9321, -0.2583], [-0.9433, 1.5922, -1.4394], [-1.5199, -0.0703, -1.3129], [1.2278, -1.4100, -1.2646], [1.7338, -1.5045, 0.5343]],
  "forces_ev_per_angstrom": [[0.769, -0.840, -1.965], [-0.479, 1.285, 2.500], [-0.670, -1.034, -1.512], [1.028, 0.358, -0.611], [3.158, 0.337, 2.115], [-1.545, 0.122, -2.050], [-1.427, -0.051, 0.292], [0.136, -0.715, 1.293], [-1.030, -1.078, -0.369], [0.231, 0.851, 0.736], [-0.172, 0.765, -0.428]]
}